[1]
The following is a DFT calculation (the ωB97M-V functional and the def2-TZVPD basis) of C6H10O in the gas phase.

Structure (XYZ):
```
17
Properties=species:S:1:pos:R:3:forces:R:3:nbo_charge:R:1
C -1.447291 -0.760787 1.566630 0.0 0.0 0.0 -0.636
C -1.009225 0.312249 0.589760 -0.3 -0.2 0.0 0.115
O 0.189450 1.020232 0.994968 0.1 0.1 0.1 -0.539
C 0.557038 1.218911 -0.389079 0.1 0.2 -0.3 0.103
C 1.759472 0.420171 -0.886550 0.1 0.0 0.0 -0.416
C 0.878971 -0.849730 -0.816458 0.0 -0.2 0.0 -0.406
C -0.383212 0.066638 -0.784452 -0.2 -0.1 -0.1 -0.257
H -0.759681 -1.614189 1.597118 -0.1 0.2 0.0 0.210
H -1.508817 -0.320513 2.567928 0.1 -0.1 -0.1 0.225
H -2.458474 -1.113222 1.329413 0.2 0.0 -0.1 0.215
H -1.833887 1.039106 0.462813 0.2 -0.1 0.1 0.162
H 0.410576 2.259114 -0.691684 0.1 -0.1 0.0 0.177
H 2.730700 0.464917 -0.383080 -0.3 0.0 0.1 0.212
H 1.900889 0.695988 -1.939176 0.1 0.0 0.2 0.203
H 0.974677 -1.539901 -1.658996 -0.1 0.1 0.2 0.209
H 1.001519 -1.398918 0.120946 0.0 0.0 -0.2 0.212
H -1.002705 0.099935 -1.680100 0.0 -0.1 0.1 0.210
```
Positions in Å, forces in eV/Å.

Results
**Frontier orbital gap**: 10.7 eV
**ΔE to the lowest compared entry with this formula, charge and spin**: 34.1 kcal/mol
**Electronic energy**: -8429.7598 eV

=====

[2]
The following is a DFT calculation (the ωB97M-V functional and the def2-TZVPD basis) of C6H10O in the gas phase in a non-equilibrium geometry.

Structure (XYZ):
```
17
Properties=species:S:1:pos:R:3:forces:R:3:nbo_charge:R:1
O 1.865118 -1.324427 2.046360 1.6 0.4 -0.6 -0.489
C 2.465696 -0.829578 1.135362 -3.7 1.5 -3.5 0.432
C 1.622922 -0.211686 -0.292300 -0.6 -0.7 1.1 -0.549
C 0.392820 0.470458 0.238741 -0.5 0.0 0.1 -0.416
C -0.743908 0.607509 -0.740546 0.0 0.1 -0.1 -0.223
C -1.651130 -0.564326 -0.977456 0.0 -0.2 -0.1 -0.426
C -2.153247 0.640326 -0.227831 -0.2 0.2 0.1 -0.418
H 3.226118 -0.425638 0.526036 3.7 -0.7 2.0 0.202
H 2.207116 0.453028 -0.990081 0.1 -0.6 1.1 0.198
H 1.411715 -1.125612 -0.860805 -0.3 0.0 0.0 0.213
H 0.662375 1.458826 0.640960 -0.1 -0.2 -0.1 0.203
H 0.062398 -0.135335 1.093257 -0.2 0.2 -0.1 0.215
H -0.529765 1.230339 -1.608324 -0.1 -0.1 0.1 0.207
H -2.030288 -0.737743 -1.980684 0.1 0.0 0.2 0.214
H -1.461479 -1.471554 -0.407457 0.0 0.2 -0.1 0.212
H -2.870632 1.290815 -0.718861 0.1 -0.1 0.1 0.213
H -2.299628 0.545253 0.846033 0.1 0.0 -0.2 0.212
```
Positions in Å, forces in eV/Å.

Results
**Frontier orbital gap**: 9.6 eV
**ΔE to the lowest compared entry with this formula, charge and spin**: 72.7 kcal/mol
**Electronic energy**: -8428.0876 eV

=====

[3]
The following is a DFT calculation (the ωB97M-V functional and the def2-TZVPD basis) of a molecular structure, C6H10O.

Structure (XYZ):
```
17
Properties=species:S:1:pos:R:3:forces:R:3:nbo_charge:R:1
O 0.753591 -0.794857 1.234136 0.1 0.0 -0.3 -0.682
C 1.276120 -0.544996 -0.232435 -0.1 -0.1 0.0 -0.024
C 0.312862 -1.297264 -1.019581 0.2 -0.1 0.1 -0.627
C -1.098780 -0.590950 0.795385 -0.3 0.0 0.0 -0.091
C -1.279598 0.777501 0.173163 0.0 0.0 -0.1 -0.515
C -0.022585 1.517376 -0.245968 0.0 0.0 -0.1 -0.171
C 1.152649 0.927423 -0.465909 -0.1 0.1 0.1 -0.233
H 1.034166 -0.084603 1.845362 0.1 -0.1 -0.1 0.478
H 2.311617 -0.902315 -0.171114 -0.2 0.0 0.1 0.207
H 0.468796 -2.373505 -1.129693 0.0 0.2 0.2 0.195
H -0.080057 -0.840339 -1.927802 0.1 0.1 0.3 0.196
H -1.252859 -0.566488 1.879355 0.3 -0.1 -0.1 0.173
H -1.639773 -1.425920 0.377043 0.0 0.2 -0.1 0.221
H -1.892709 0.634858 -0.723811 0.0 0.1 0.0 0.239
H -1.849307 1.428143 0.856796 0.1 -0.2 -0.1 0.208
H -0.133247 2.586241 -0.417024 0.0 -0.1 0.0 0.207
H 2.013867 1.498766 -0.811804 -0.2 -0.1 0.1 0.219
```
Positions in Å, forces in eV/Å.

Results
**Frontier orbital gap (alpha / beta)**: 7.8 / 7.8 eV
**ΔE to the lowest compared entry with this formula, charge and spin**: 114.9 kcal/mol
**Electronic energy**: -8426.2573 eV

=====

[4]
The following is a DFT calculation (the ωB97M-V functional and the def2-TZVPD basis) of C6H10O in the gas phase in a non-equilibrium geometry.

Structure (XYZ):
```
17
Properties=species:S:1:pos:R:3:forces:R:3:nbo_charge:R:1
C 0.558774 1.984160 0.417488 -0.1 0.1 0.0 -0.617
C -0.026365 0.884868 -0.440947 -0.2 0.2 0.0 0.097
O 1.041913 0.175239 -1.054135 -0.1 -0.1 0.2 -0.519
C 0.567273 -1.119356 -1.279171 -0.6 -0.4 -0.1 -0.063
C -0.413122 -1.498498 -0.158859 0.4 -0.3 1.7 -0.249
C -0.302383 -0.988794 1.371336 0.4 -0.9 -0.9 -0.445
C -0.873537 -0.154100 0.282775 -0.3 0.5 -0.2 -0.264
H 1.160268 2.659390 -0.198700 -0.1 -0.1 0.1 0.220
H 1.193703 1.560230 1.203248 -0.1 0.0 -0.2 0.215
H -0.242585 2.557019 0.891223 0.1 0.0 0.0 0.210
H -0.664941 1.299998 -1.233695 0.1 0.2 0.0 0.165
H -0.275387 -1.140276 -2.026035 1.3 0.2 -0.6 0.157
H 1.428779 -1.734079 -1.580482 -0.5 -0.1 0.3 0.200
H -0.923479 -2.409836 -0.469072 -0.8 0.5 0.5 0.224
H 0.718785 -0.957311 1.723051 0.1 0.7 0.0 0.218
H -1.021446 -1.193942 2.192076 0.5 -0.7 -1.0 0.227
H -1.926248 0.075288 0.359899 -0.1 0.1 0.1 0.225
```
Positions in Å, forces in eV/Å.

Results
**Frontier orbital gap**: 10.5 eV
**ΔE to the lowest compared entry with this formula, charge and spin**: 36.1 kcal/mol
**Electronic energy**: -8429.6750 eV

=====

[5]
The following is a DFT calculation (the ωB97M-V functional and the def2-TZVPD basis) of a molecular structure, C6H10O.

Structure (XYZ):
```
17
Properties=species:S:1:pos:R:3:forces:R:3:nbo_charge:R:1
C 0.137592 -1.721042 1.038362 -0.1 0.1 -0.1 -0.635
C 0.091448 -0.286123 0.560065 -0.4 -0.3 -0.1 0.289
C -1.264359 0.182605 -0.196336 0.0 -0.3 0.2 -0.447
C -0.424859 0.272964 -1.494126 0.0 0.0 -0.2 -0.406
C 0.835930 0.335255 -0.635526 0.2 0.0 -0.1 -0.267
C 0.879479 1.520132 0.363441 0.1 0.4 -0.2 -0.071
O 0.656594 0.643889 1.483497 -0.3 0.1 0.2 -0.525
H -0.251622 -1.768373 2.062014 -0.1 0.0 -0.2 0.229
H -0.485388 -2.352908 0.398064 0.1 0.0 0.1 0.213
H 1.149871 -2.143221 1.054974 -0.1 0.3 -0.1 0.220
H -2.082706 -0.536619 -0.163463 0.1 -0.1 -0.1 0.210
H -1.709998 1.158714 0.042232 0.4 -0.4 0.4 0.215
H -0.598755 1.092625 -2.197270 -0.2 -0.1 0.1 0.204
H -0.474877 -0.676950 -2.034059 0.1 0.1 -0.1 0.207
H 1.807598 -0.009515 -1.001875 -0.2 -0.1 0.1 0.208
H -0.021829 2.126855 0.246762 0.4 0.4 -0.1 0.166
H 1.755881 2.161712 0.473244 0.0 -0.3 0.0 0.191
```
Positions in Å, forces in eV/Å.

Results
**Frontier orbital gap**: 10.5 eV
**ΔE to the lowest compared entry with this formula, charge and spin**: 39.7 kcal/mol
**Electronic energy**: -8429.5202 eV

=====

[6]
The following is a DFT calculation (the ωB97M-V functional and the def2-TZVPD basis) of 2 unconnected molecules or ions with the total composition C6H10O in a non-equilibrium geometry.

Structure (XYZ):
```
17
Properties=species:S:1:pos:R:3:forces:R:3:nbo_charge:R:1
C -1.813509 -0.420450 -0.731815 -2.0 -0.9 2.4 -0.235
C -2.217577 -1.623141 -0.257438 0.8 0.6 -1.1 -0.367
C -0.022535 0.175919 0.921325 -1.3 0.7 -1.9 -0.231
C -1.076455 0.526768 0.102563 1.9 -0.2 0.3 -0.163
C 2.316622 0.768145 1.568182 -1.8 1.1 -1.6 -0.419
C 1.101625 1.077568 1.054289 0.0 0.0 1.9 -0.195
H -2.367619 -0.063926 -1.592917 0.6 0.2 -0.3 0.216
H -2.804628 -2.227169 -0.927680 -0.2 -0.3 0.2 0.195
H -1.893839 -2.046244 0.689750 -0.1 0.1 -0.1 0.193
H 0.037855 -0.823802 1.319424 0.4 -0.4 -0.3 0.198
H -1.216969 1.586371 -0.111278 0.3 -0.2 -0.3 0.203
H 2.670649 -0.233139 1.524617 0.4 -0.6 0.8 0.196
H 2.908857 1.643465 1.722906 1.1 -0.1 0.1 0.204
H 0.908239 2.121170 0.812704 -0.1 0.0 0.1 0.201
H 1.555220 -0.237991 -1.402266 0.2 0.7 0.4 0.465
H 0.775422 -0.494263 -2.581711 -0.3 0.5 -0.4 0.461
O 1.138643 0.270718 -2.110657 0.1 -1.1 -0.1 -0.923
```
Positions in Å, forces in eV/Å.

Results
**Frontier orbital gap**: 8.1 eV
**ΔE to the lowest compared entry with this formula, charge and spin**: 55.2 kcal/mol
**Electronic energy**: -8428.8469 eV

=====

[7]
The following is a DFT calculation (the ωB97M-V functional and the def2-TZVPD basis) of C6H10O in the gas phase.

Structure (XYZ):
```
17
Properties=species:S:1:pos:R:3:forces:R:3:nbo_charge:R:1
C -1.972936 -0.269712 0.651737 0.0 0.0 0.1 -0.614
C -1.364972 0.271339 -0.642018 -0.1 0.1 0.0 -0.392
C -0.009615 0.965851 -0.425504 0.0 0.0 0.0 -0.415
C 0.987269 -0.138452 -0.131940 -0.3 -0.2 -0.5 -0.002
C 2.343363 0.084382 0.457796 0.3 0.0 0.0 -0.042
O 1.298004 -0.355890 1.272902 0.0 -0.1 0.2 -0.492
C 1.058976 -1.221233 -1.078813 0.1 0.2 0.4 -0.045
H -1.256249 -0.891479 1.205409 -0.2 0.1 -0.1 0.211
H -2.278410 0.550957 1.313356 0.1 -0.2 -0.1 0.204
H -2.855756 -0.883220 0.434457 0.1 0.1 0.1 0.211
H -2.078303 0.931503 -1.150080 0.1 0.0 0.1 0.208
H 0.295740 1.504796 -1.329821 0.0 -0.2 0.1 0.227
H -0.045080 1.683164 0.405272 0.0 -0.2 -0.1 0.217
H 3.150699 -0.630645 0.283222 -0.2 0.1 0.0 0.195
H 2.665351 1.121728 0.575877 -0.1 -0.2 -0.1 0.198
H 1.237456 -2.157500 -0.511532 0.2 0.2 0.0 0.120
H -1.175535 -0.565594 -1.330319 -0.1 0.2 0.0 0.210
```
Positions in Å, forces in eV/Å.

Results
**Frontier orbital gap**: 8.6 eV
**ΔE to the lowest compared entry with this formula, charge and spin**: 104.7 kcal/mol
**Electronic energy**: -8426.6986 eV

=====

[8]
The following is a DFT calculation (the ωB97M-V functional and the def2-TZVPD basis) of 2 unconnected molecules or ions with the total composition C6H10O in a non-equilibrium geometry.

Structure (XYZ):
```
17
Properties=species:S:1:pos:R:3:forces:R:3:nbo_charge:R:1
C -1.989905 1.678832 -0.908277 -0.4 -1.5 -1.7 -0.398
C 0.358270 0.992572 0.440381 0.1 0.5 0.2 -0.230
C 0.741208 0.323742 1.514571 0.0 0.1 0.2 -0.165
C 1.009863 -1.112236 1.223755 0.1 -0.4 0.3 -0.448
C 0.906269 -1.194971 -0.299893 0.2 -0.2 -0.2 -0.428
C 0.214243 0.086227 -0.734329 0.4 0.1 -0.4 0.054
O -1.177948 -0.137356 -1.044006 -0.4 0.6 0.7 -0.624
H -2.912875 1.083825 -1.172732 0.1 0.8 0.3 0.102
H -1.620092 1.777169 -1.973502 -0.2 0.5 0.6 0.106
H 0.076182 2.030330 0.403015 0.1 0.0 0.0 0.252
H 0.843860 0.752840 2.500869 0.0 0.0 0.1 0.214
H 0.280246 -1.760552 1.718749 0.1 0.0 0.1 0.209
H 2.001371 -1.398229 1.580813 -0.1 -0.2 0.0 0.218
H 1.908989 -1.209309 -0.731465 -0.1 -0.1 0.0 0.219
H 0.358460 -2.069726 -0.654419 0.1 0.0 0.0 0.223
H 0.625338 0.492969 -1.659323 -0.1 0.0 0.0 0.198
H -1.623479 -0.336126 -0.204207 0.2 -0.2 -0.1 0.497
```
Positions in Å, forces in eV/Å.

Results
**Frontier orbital gap**: 9.3 eV
**ΔE to the lowest compared entry with this formula, charge and spin**: 105.2 kcal/mol
**Electronic energy**: -8426.6776 eV

=====

[9]
The following is a DFT calculation (the ωB97M-V functional and the def2-TZVPD basis) of C6H10O in the gas phase in a non-equilibrium geometry.

Structure (XYZ):
```
17
Properties=species:S:1:pos:R:3:forces:R:3:nbo_charge:R:1
O 1.292674 -0.367425 1.449898 0.0 0.1 0.3 -0.711
C 1.429526 -0.198524 0.044985 -0.1 0.0 -0.3 0.038
C 0.439848 -1.212503 -0.494255 -0.7 0.1 0.2 -0.408
C -1.010370 -0.843558 0.143526 0.1 -0.2 -0.8 -0.470
C -1.335624 0.686279 0.225141 0.1 -0.1 -0.2 -0.459
C -0.251960 1.567540 -0.333163 0.2 0.0 -0.1 -0.166
C 1.020514 1.185992 -0.414624 -0.2 0.1 0.0 -0.220
H 0.379203 -0.713003 1.471645 0.8 0.3 1.0 0.469
H 2.457745 -0.431132 -0.266728 -0.2 0.1 0.3 0.186
H 0.791799 -2.220584 -0.216749 -0.4 0.3 0.0 0.221
H 0.399167 -1.173087 -1.594360 -0.3 0.0 0.4 0.213
H -1.390323 -1.298103 1.090675 1.1 -0.1 -0.5 0.220
H -1.633546 -1.317627 -0.594809 -0.7 0.1 -0.2 0.230
H -2.278606 0.877388 -0.303146 0.2 0.0 0.0 0.219
H -1.528919 1.027647 1.258926 0.1 -0.4 -0.2 0.224
H -0.548461 2.564330 -0.650866 0.1 -0.1 0.0 0.205
H 1.767334 1.866378 -0.816090 0.0 -0.1 0.1 0.209
```
Positions in Å, forces in eV/Å.

Results
**Frontier orbital gap**: 10.3 eV
**ΔE to the lowest compared entry with this formula, charge and spin**: 21.9 kcal/mol
**Electronic energy**: -8430.2924 eV

=====

[10]
The following is a DFT calculation (the ωB97M-V functional and the def2-TZVPD basis) of 2 unconnected molecules or ions with the total composition C6H10O.

Structure (XYZ):
```
17
Properties=species:S:1:pos:R:3:forces:R:3:nbo_charge:R:1
C -1.738852 -1.372418 -0.424445 0.0 0.0 0.0 -0.638
C -0.760867 -0.237934 -0.347471 0.1 0.0 -0.1 -0.033
C -0.764865 0.779364 0.722412 0.1 0.1 0.0 -0.258
C 0.245965 1.642212 0.528089 -0.1 0.0 0.0 -0.154
C 0.999437 1.256890 -0.713098 0.0 0.0 0.0 -0.503
C 0.259605 0.035830 -1.186147 -0.1 0.0 0.1 -0.223
O 2.120089 -1.033663 1.339404 -0.2 -0.1 0.0 -0.943
H -1.500180 -2.143456 0.318339 0.0 0.1 -0.1 0.222
H -1.726840 -1.843949 -1.411614 0.0 0.1 0.2 0.222
H -2.760665 -1.033284 -0.218531 0.2 0.0 0.0 0.219
H -1.485315 0.800957 1.534903 0.1 0.0 -0.1 0.216
H 1.490401 -0.874383 0.621882 0.1 -0.1 0.0 0.474
H 0.500891 2.494073 1.148912 0.0 -0.1 -0.1 0.216
H 0.994568 2.060495 -1.462590 0.0 -0.1 0.1 0.246
H 2.054421 1.043474 -0.488638 -0.1 0.1 0.0 0.255
H 0.518415 -0.522942 -2.079993 0.0 0.1 0.1 0.217
H 1.553793 -1.051267 2.118586 0.1 0.0 0.0 0.466
```
Positions in Å, forces in eV/Å.

Results
**Frontier orbital gap**: 9.6 eV
**ΔE to the lowest compared entry with this formula, charge and spin**: 8.2 kcal/mol
**Electronic energy**: -8430.8853 eV

=====

What is the formula in the first record? C6H10O

=====

Look up the ΔE to the lowest compared entry with this formula, charge and spin of the second one. 72.7 kcal/mol